1.
Here is a structure of composition C25H21B2Br3F8MnN4O8 at a distorted geometry from the Open Molecules 2025 dataset. Energies are from the ωB97M-V functional and the def2-TZVPD basis.

The geometry in XYZ format:
```
72
Properties=species:S:1:pos:R:3:forces:R:3
C 3.7743 -4.5593 7.5259 0.094 0.132 -1.273
C 4.6801 6.5338 -7.1512 0.557 0.829 -1.498
H -4.1472 -4.5625 5.7528 -0.060 0.413 0.267
N -1.3824 -8.2509 5.2964 -0.149 -1.974 0.440
C -4.5376 4.3477 -6.2951 1.665 -1.672 -0.348
O 0.4987 -0.9864 7.3638 0.422 -0.341 -0.291
H -7.5858 5.8736 -8.0454 0.165 0.609 0.163
C 2.7860 -3.1759 5.7836 -0.892 0.636 0.429
H -6.0651 7.2974 -6.7596 0.441 0.209 0.508
H -3.6055 3.9163 -5.9611 -0.119 -0.041 0.572
F 1.7124 0.0752 -0.6683 0.859 0.726 0.544
F 0.9400 -1.3888 -2.3043 -0.155 0.466 0.921
N -3.7170 6.4759 -5.3838 0.504 -0.638 -1.196
C 4.5887 6.6523 -5.7883 -0.907 -1.981 -0.264
H 1.8283 -2.2540 8.9396 -0.016 0.335 -0.228
C -2.2344 -7.3939 7.5439 -0.455 0.941 -2.159
N 1.2642 -1.4301 6.5339 -0.982 2.977 -3.687
C 6.0192 -5.1372 -3.0012 1.249 0.126 -1.710
H -2.5051 -5.9907 4.4705 -0.468 0.505 -0.079
Br 5.5871 -6.5797 -4.2574 -0.456 0.185 0.792
Br 6.3934 -3.5986 -4.2431 -0.183 -0.444 1.115
C -2.1199 -7.2123 6.1453 -0.047 0.923 0.319
O -3.7544 7.6878 -5.5116 -0.104 -0.729 0.560
C -5.8182 6.2466 -6.7944 -0.919 1.477 0.013
Br 7.6624 -5.6879 -2.0806 -0.811 0.504 -0.007
B -4.7232 2.0389 2.2076 -0.260 -1.096 -2.559
H 4.7658 7.4401 -7.7323 -0.049 0.245 0.030
H 5.2240 -4.8348 -2.3199 0.191 -0.360 -0.195
F -0.1851 0.5099 -1.7848 -1.072 1.430 0.147
C -2.7284 -6.0919 5.5223 0.281 -1.204 2.055
H -1.7508 -8.2766 7.9355 -0.085 0.193 0.558
O 5.2230 8.8975 -5.6118 -1.571 -1.560 -0.525
C -4.7363 5.6700 -6.1378 -0.557 0.948 -0.116
F -4.4541 2.6030 0.9436 0.370 1.140 -1.424
H 4.2043 3.3366 -5.0959 0.041 -0.034 -0.041
C 4.3961 5.4499 -5.0698 -0.295 0.743 0.857
O -0.8167 -9.2080 5.8711 -0.848 2.211 -0.280
C -3.5922 -5.2805 6.3384 0.320 -0.854 -3.009
C 4.7197 5.3251 -7.8743 -0.374 -0.749 2.661
C -6.3743 4.1161 -7.8139 -0.584 1.341 1.537
H 3.9600 -4.8671 5.4426 0.231 0.036 -0.104
H 4.5057 -5.3522 7.5765 -0.184 -0.196 1.039
H -7.0080 3.4342 -8.3615 -0.185 0.395 -0.421
C -3.9217 -5.5707 7.6421 1.570 0.243 -0.680
F -6.0358 1.9795 2.4461 -1.164 0.169 0.635
C 2.3630 -2.7709 8.1564 -0.851 -0.390 0.096
C 4.6327 4.1314 -7.1030 -0.975 1.602 0.189
H 3.4080 -4.0574 9.5504 -0.152 0.274 0.151
N 4.5769 7.9504 -5.1351 2.342 1.635 3.589
H 4.7188 5.3545 -8.9539 0.245 -0.186 0.053
O -1.5077 -8.2299 4.0829 0.027 0.931 0.848
C 4.3760 4.2275 -5.6818 0.965 -0.268 -2.635
H 4.5825 3.2009 -7.6491 0.146 -0.269 0.304
H 4.2064 5.4174 -4.0071 0.097 0.574 0.094
H -5.0589 2.5174 -7.2845 0.026 -0.046 0.104
F -0.0788 -1.1261 -0.2622 -1.886 -1.267 2.351
H -3.3087 -6.9215 9.2081 -0.016 0.699 0.569
C -5.3211 3.5532 -7.1274 -0.193 0.489 -0.339
C 2.1100 -2.5110 6.8093 1.408 -0.542 0.912
Mn -0.9055 2.1434 1.4162 -1.565 -1.284 -0.784
F -3.9395 2.6761 3.0636 2.122 2.664 3.127
C -3.0906 -6.5050 8.2358 -0.186 -2.795 0.755
C 3.1938 -3.8054 8.5223 0.737 -0.685 0.112
H -4.7097 -4.9989 8.1095 0.128 -0.217 0.394
O -2.8221 5.8237 -4.8489 -0.876 1.019 0.024
H 2.7763 -2.9085 4.7373 -0.509 0.131 0.137
C 3.5144 -4.2369 6.1980 1.120 -1.204 -0.383
F -4.1290 0.7999 2.0989 0.954 -2.688 -0.045
O 1.3687 -0.9385 5.3419 -0.471 -1.100 3.002
B 0.5815 -0.5150 -1.2340 1.834 -0.322 -2.849
O 4.2203 7.9961 -3.9212 -0.228 -0.599 -2.806
C -6.6918 5.5158 -7.5565 0.745 -3.371 -1.042
```
Forces are in eV/Å.

As for the multiplicity: 6. The energy above the lowest of the compared OMol25 structures with the same formula, charge and spin is 12.081 eV. Its expectation value of S² is 8.752. The frontier orbital gap (spin up / spin down) is 0.0907 / 0.1011 Eh. The calculation puts the LUMO energy (spin up / spin down) at -7.5087 / -7.2238 eV. The HOMO energy (spin up / spin down) is -9.9761 / -9.9761 eV.

2.
Here is an isolated molecule of C4H9NO from the Open Molecules 2025 dataset. Energies are from the ωB97M-V functional and the def2-TZVPD basis.

The geometry in XYZ format:
```
15
Properties=species:S:1:pos:R:3:forces:R:3
H -2.0650 -0.0399 1.2795 0.058 0.081 -0.127
N 1.2710 -0.0121 0.4964 -0.014 0.077 -0.045
H 2.8036 1.3219 0.2547 -0.037 -0.027 -0.082
H -2.6268 0.9678 -0.0629 0.154 -0.073 0.065
H -0.6715 0.2275 -1.4608 -0.049 -0.047 0.112
H 1.2527 0.2347 1.4723 0.146 0.078 -0.123
H 0.0120 -1.6066 0.8868 0.077 0.132 -0.144
C 0.2868 -0.9777 0.0294 -0.058 -0.184 -0.079
H 0.7717 -1.6226 -0.7076 -0.038 0.074 0.034
C -0.9689 -0.3489 -0.5778 0.003 0.002 -0.089
C 2.1516 0.6343 -0.3155 -0.124 -0.093 0.012
C -1.7361 0.5329 0.4028 0.000 0.042 0.047
H -1.6176 -1.1607 -0.9325 0.132 0.104 0.045
H -1.1088 1.3600 0.7533 -0.112 -0.090 -0.028
O 2.2453 0.4893 -1.5182 -0.138 -0.078 0.401
```
Forces are in eV/Å.

The energy above the lowest of the compared OMol25 structures with the same formula, charge and spin is 0.446 eV. The frontier orbital gap is 0.3913 Eh. The SMILES is CCCNC=O. The calculation puts the LUMO energy at 0.8544 eV. The HOMO energy is -9.7934 eV.

3.
Here is a structure of composition C67H66N5O5P2RuS2 at a distorted geometry from the Open Molecules 2025 dataset. Energies are from the ωB97M-V functional and the def2-TZVPD basis.

The geometry in XYZ format:
```
148
Properties=species:S:1:pos:R:3:forces:R:3
C -5.0932 5.7179 -0.5260 -0.004 -0.007 -0.027
H 0.6311 -0.5398 -7.3358 -0.005 0.003 0.003
C -2.8547 -1.0239 -1.4167 -0.053 0.152 -0.110
C 4.1052 4.3817 2.4329 -0.009 0.017 0.030
H 2.8793 -0.4497 -6.3222 -0.001 -0.004 0.003
C 1.6525 -5.0208 -1.4283 -0.083 0.099 -0.075
H 6.2211 0.7944 1.4025 -0.016 0.030 0.007
C 1.5321 -4.3233 -0.0842 0.026 -0.066 0.099
C -4.2416 -1.4717 -3.3540 0.000 0.009 0.002
N 1.0690 -1.9936 0.2390 0.735 -0.632 -0.167
C -1.9738 -2.0124 -1.8642 -0.069 -0.066 0.003
P -2.6056 -0.1432 0.1693 0.475 0.112 0.298
C 1.9302 3.3037 1.0446 0.096 -0.171 -0.052
H -1.5505 -3.5174 -3.3185 0.011 0.010 0.008
C -0.2681 -0.1603 -4.1000 0.027 -0.014 -0.047
C -4.7428 5.4097 1.9438 -0.013 -0.004 0.012
O 2.0380 0.2757 1.7934 0.050 0.059 0.071
H 3.4139 2.4175 -0.2229 0.028 -0.071 0.009
H 0.7260 4.3316 2.5034 0.002 -0.011 -0.015
C 2.1358 -0.2194 -4.3272 0.025 -0.045 -0.110
C 1.1409 0.0492 -2.0634 -0.129 -0.258 -0.123
C -0.1827 3.1009 -3.8765 0.002 -0.013 0.021
C 3.6438 -5.2650 0.8991 0.031 0.007 -0.007
C -4.6753 3.4371 0.4184 -0.056 0.042 0.001
C -3.4250 -0.7222 2.7689 -0.092 -0.014 -0.016
C 2.8097 4.6162 2.8725 -0.010 0.000 -0.008
C 2.0000 -0.3697 -5.6977 0.017 0.000 0.037
P 0.5017 2.7107 0.0777 0.010 -0.254 -0.032
H 3.7509 -2.9678 2.9363 0.001 -0.004 0.027
C -5.2883 0.6973 0.2982 0.016 -0.001 0.011
H 1.9241 -6.0871 4.2501 -0.006 -0.006 -0.004
H 5.4238 -6.0484 1.7886 -0.005 -0.008 -0.003
H -6.7925 3.7076 0.5449 -0.001 -0.006 -0.006
H 3.0813 0.8994 -1.9928 0.007 0.003 -0.028
H 1.0278 3.9094 -5.4533 0.003 -0.003 0.003
C 2.0652 3.8846 -3.5770 -0.001 0.002 -0.006
H -3.8295 -2.8227 0.1412 -0.009 -0.005 0.022
H 0.6297 -5.0629 2.4307 0.001 -0.006 -0.001
N 0.1398 -4.0536 0.2365 0.059 -0.052 0.120
O -1.0728 -2.2015 0.9073 0.214 -0.294 -0.097
H -0.0316 2.9098 4.9281 0.045 0.006 -0.017
C 1.8743 -7.0029 -2.7770 -0.012 0.021 -0.003
O 0.1046 0.0572 -1.3707 -0.018 -0.021 -0.276
H 4.3535 -0.9880 4.1679 -0.019 0.023 0.063
C 3.3455 -0.9825 3.7475 -0.050 -0.130 -0.042
C 1.8594 -6.3880 -1.5297 0.009 -0.058 0.012
C -0.4001 -0.3166 -5.4663 0.016 0.006 0.000
H 0.5537 -0.5592 4.7684 -0.096 -0.038 0.053
H -5.0651 -3.3136 4.2078 0.002 0.005 0.006
C -3.9820 -0.7485 -2.1970 0.093 0.036 -0.052
C 2.0558 -2.8627 -0.1521 -0.313 0.109 -0.057
H 4.1243 -5.0294 -0.0417 -0.007 -0.019 0.005
H -0.5664 -4.7516 0.3962 -0.020 0.018 0.018
N 0.1953 1.9297 4.9583 -0.147 -0.023 -0.006
H -5.8163 5.2911 2.0952 0.003 0.004 -0.001
H -1.1403 -0.0568 -3.4723 -0.070 -0.020 0.036
C 0.8581 2.9793 -1.6981 -0.034 -0.061 -0.042
C 3.2356 3.0387 0.6411 -0.008 0.031 0.028
C -4.0343 -1.4854 3.7559 -0.010 -0.028 -0.002
H -1.1503 2.3307 -2.1331 0.012 -0.013 -0.003
C -3.8932 -2.4412 1.1525 -0.040 -0.049 0.039
H 2.0124 -6.9823 -0.6373 0.011 0.012 -0.006
H 4.9452 4.8160 2.9586 -0.005 0.003 -0.007
H 1.0133 5.5838 -0.0038 -0.002 0.007 0.008
C -0.5950 4.1678 0.2339 0.321 0.226 0.101
C 2.4132 -5.8500 3.3139 -0.010 -0.004 -0.037
H -4.1048 -1.1033 4.7664 0.003 0.005 -0.001
H 2.6365 5.2391 3.7406 0.002 -0.008 0.002
H 3.1262 -0.1923 -3.8944 -0.005 -0.009 -0.017
N -0.2352 -0.8974 2.8698 -0.117 -0.294 -0.179
H -1.3847 -0.3522 -5.9139 0.002 -0.003 0.003
H -2.8964 7.2531 0.3372 0.008 0.002 -0.005
C -1.9628 4.0414 0.3215 -0.092 -0.038 -0.113
C 2.2870 -4.9885 1.0639 -0.017 -0.104 -0.115
C 5.5673 0.3004 0.6839 -0.004 0.017 -0.034
C -3.3454 -1.2041 1.4649 0.016 -0.023 -0.056
C 2.9061 -2.3662 3.2696 0.016 0.105 -0.002
C 2.0061 3.5660 -2.2257 -0.056 -0.011 -0.013
C 2.4955 0.1442 -1.4703 -0.071 0.231 0.020
C 1.7297 4.0932 2.1791 -0.027 -0.028 0.043
H 4.3240 -6.5943 3.9402 0.004 0.018 0.004
H 2.2316 -2.2952 2.4120 0.046 0.036 0.112
C -4.5136 -3.1953 2.1389 0.009 0.012 -0.037
H -3.5957 -3.0549 -4.6486 -0.002 -0.006 0.014
C 1.4508 -4.2749 -2.5890 0.006 -0.002 -0.005
H -5.5376 -0.3556 0.2924 0.008 -0.001 -0.016
C 1.6808 -5.2755 2.2789 -0.016 -0.071 0.020
H 0.3799 1.5284 5.8647 0.020 0.006 -0.002
H 1.2850 -3.2031 -2.5231 0.006 -0.001 -0.008
C -4.3353 4.9183 0.5441 0.051 -0.045 -0.017
C -2.2448 -2.7465 -3.0069 0.025 0.050 -0.017
C -2.8355 5.1167 0.3761 -0.038 0.024 0.013
C 3.7584 -6.1309 3.1426 -0.007 -0.001 -0.014
H 2.9620 4.3401 -3.9762 -0.001 -0.006 0.003
C -0.2392 2.7627 -2.5365 -0.031 0.014 0.015
H 2.6932 -0.5497 4.5062 -0.008 -0.059 0.048
Ru -0.1830 0.2994 0.6891 -0.562 1.245 0.506
H -1.1092 -1.4101 2.9498 0.028 -0.037 0.086
N 0.0416 -0.1457 4.0036 0.040 0.113 -0.184
C -3.6964 2.4598 0.3051 0.080 0.073 -0.018
H 1.7078 -6.7334 -4.8968 -0.012 -0.003 0.004
C -4.5790 -2.7240 3.4420 0.010 0.029 0.024
C -0.1446 1.1682 3.9146 0.107 0.059 0.266
S -0.8732 1.8517 2.5442 -0.133 -0.207 -0.245
C -5.9889 2.9881 0.4512 -0.035 0.007 0.013
H 2.0362 -8.0703 -2.8457 0.008 0.004 0.000
H -6.1687 5.5749 -0.4279 0.002 0.003 0.007
H 5.0742 -1.3426 1.9899 0.035 -0.006 -0.027
H 0.5316 -1.5188 2.6383 0.076 0.090 0.073
H 2.4128 -2.9236 4.0657 0.008 0.031 0.006
C -0.8885 6.5496 0.1509 -0.051 -0.038 -0.005
H 5.0874 1.0651 0.0746 -0.017 -0.027 -0.008
C 4.3733 -5.8309 1.9313 -0.005 0.006 0.018
H 2.4304 0.3599 -0.4088 0.000 0.005 0.055
O 3.1914 -2.5999 -0.5016 0.012 -0.025 0.002
C -3.9552 1.1067 0.2177 -0.078 -0.218 0.074
H 1.3202 -4.2918 -4.7265 0.005 -0.004 0.011
C -6.2992 1.6363 0.3971 0.032 -0.008 0.002
H -4.9011 6.7856 -0.4239 0.007 -0.007 0.003
H -4.6663 0.0377 -1.9210 -0.021 0.009 0.011
C -3.3845 -2.4836 -3.7538 -0.010 -0.008 -0.016
C 4.3153 3.5942 1.3134 -0.014 -0.086 0.007
C 0.7345 -0.4201 -6.2650 -0.031 -0.007 -0.001
O -2.3687 2.7482 0.3019 -0.067 0.044 -0.079
H -7.3300 1.3143 0.4478 -0.001 0.005 0.001
H -5.1273 -1.2458 -3.9329 0.011 0.017 -0.008
H -0.4732 7.5437 0.0605 -0.005 0.003 0.009
C -0.0244 -2.7444 0.4941 -0.081 0.283 0.103
H -4.4987 6.4661 2.0636 -0.005 -0.003 -0.003
C 4.5610 -0.6098 1.3677 -0.050 0.031 -0.038
C 1.4676 -4.8839 -3.8316 -0.011 -0.022 0.002
H 2.8480 3.8152 -1.5978 -0.011 0.003 -0.024
H 5.3214 3.4057 0.9638 0.010 -0.010 -0.009
H 3.9366 -1.1558 0.6557 0.078 0.008 0.082
C 1.6834 -6.2540 -3.9272 0.017 0.000 0.014
H -4.9467 -4.1545 1.8873 0.000 0.001 -0.003
H 6.1924 -0.2997 0.0231 0.008 -0.015 0.007
C 1.0025 -0.1171 -3.5194 -0.017 0.040 0.131
C -0.0533 5.4476 0.1165 -0.038 -0.037 0.047
H -1.0631 -2.2153 -1.3356 -0.029 0.024 -0.069
S 3.4067 0.2717 2.4563 -0.006 0.202 -0.173
C 0.9780 3.6496 -4.4042 0.019 0.017 0.005
C -2.2600 6.3783 0.2965 0.020 0.071 0.007
H -3.0365 0.2598 3.0116 -0.027 0.008 -0.007
H 2.9901 -0.8224 -1.5779 0.051 -0.046 0.015
H -4.2231 4.8462 2.7207 0.000 0.001 -0.004
H -4.7962 5.4092 -1.5290 -0.001 -0.004 0.005
H -1.0412 2.9279 -4.5119 -0.004 0.003 0.005
```
Forces are in eV/Å.

As for the multiplicity: 2. The energy above the lowest of the compared OMol25 structures with the same formula, charge and spin is 0.000 eV. Its expectation value of S² is 0.765. The frontier orbital gap (spin up / spin down) is 0.2493 / 0.2624 Eh. The calculation puts the LUMO energy (spin up / spin down) at -5.7664 / -5.4259 eV. Its net charge is +2. The HOMO energy (spin up / spin down) is -12.5491 / -12.5671 eV.